Computed, not measured: a cluster of 2 separate species, C5H14N2 in total in a non-equilibrium geometry, with wB97M-V/def2-TZVPD.

ΔE to the lowest compared entry with this formula, charge and spin in eV: 4.1694
Total energy in hartree: -308.269837
M in g/mol: 102.18
Total charge: 0
HOMO-LUMO gap in eV: 8.524
Max |F| in eV Å⁻¹: 2.38

Geometry (Å):
C1 0.929 -0.634 -1.234
C2 -1.238 -0.890 0.537
C3 1.973 0.508 1.329
C4 0.664 0.760 -1.739
C5 -2.627 -0.284 0.508
N1 1.006 -0.445 0.833
N2 -0.251 -0.054 1.129
H1 -0.438 0.943 0.964
H2 1.975 -0.918 -1.229
H3 0.446 -1.417 -1.818
H4 -1.212 -1.870 1.016
H5 -0.771 -1.038 -0.535
H6 1.758 1.539 1.003
H7 1.996 0.496 2.422
H8 2.960 0.223 0.962
H9 -0.097 0.814 -2.519
H10 0.300 1.480 -0.987
H11 1.584 1.203 -2.120
H12 -2.630 0.670 -0.021
H13 -3.305 -0.955 -0.016
H14 -3.021 -0.132 1.513

Population analysis type natural (NBO), resulting atomic charges in e: number 1, C, carries -0.35; number 2, C, carries -0.22; number 3, C, carries -0.44; number 4, C, carries -0.67; number 5, C, carries -0.62; number 6, N, carries -0.22; number 7, N, carries -0.41; number 8, H, carries 0.31; number 9, H, carries 0.19; number 10, H, carries 0.20; number 11, H, carries 0.20; number 12, H, carries 0.20; number 13, H, carries 0.16; number 14, H, carries 0.22; number 15, H, carries 0.21; number 16, H, carries 0.21; number 17, H, carries 0.19; number 18, H, carries 0.22; number 19, H, carries 0.20; number 20, H, carries 0.22; number 21, H, carries 0.21

=====

Computed, not measured: a structure of composition C21H21N2O4PSe2Ti in a non-equilibrium geometry, with wB97M-V/def2-TZVPD.

ΔE to the lowest compared entry with this formula, charge and spin in eV: 0.8384
⟨S²⟩: 0.755
Total energy in hartree: -7216.943661
Multiplicity: 2
M in g/mol: 602.17
Total charge: +1
HOMO-LUMO gap (spin up / spin down) in eV: 8.031 / 8.434
Max |F| in eV Å⁻¹: 4.03

Geometry (Å):
Ti1 1.208 1.153 0.412
C1 0.645 1.489 4.943
O1 1.784 0.719 4.492
C2 1.967 0.662 3.202
O2 1.242 1.227 2.376
N1 3.031 -0.059 2.822
N2 3.301 -0.106 1.453
H1 0.715 1.491 6.024
H2 -0.280 1.020 4.615
H3 0.695 2.503 4.551
H4 3.599 -0.538 3.503
H5 3.277 -1.061 1.119
H6 4.216 0.283 1.256
Se1 2.492 0.437 -1.581
P1 0.857 -1.020 -1.296
Se2 0.168 -1.131 0.791
C3 1.405 -2.658 -1.848
C4 1.922 -2.737 -3.141
C5 2.297 -3.968 -3.649
C6 2.156 -5.110 -2.869
C7 1.649 -5.024 -1.582
C8 1.271 -3.794 -1.062
C9 -0.535 -0.624 -2.391
C10 -0.556 0.490 -3.216
C11 -1.649 0.696 -4.046
C12 -2.700 -0.209 -4.052
C13 -2.672 -1.326 -3.227
C14 -1.589 -1.537 -2.392
H7 2.024 -1.836 -3.734
H8 2.698 -4.038 -4.651
H9 2.442 -6.072 -3.273
H10 1.544 -5.918 -0.981
H11 0.872 -3.714 -0.059
H12 0.267 1.191 -3.214
H13 -1.682 1.565 -4.689
H14 -3.547 -0.044 -4.705
H15 -3.491 -2.033 -3.239
H16 -1.554 -2.399 -1.736
O3 0.890 3.062 0.654
C15 -0.284 2.648 0.406
O4 -0.331 1.696 -0.472
C16 -1.458 2.940 1.235
C17 -2.471 1.978 1.289
C18 -3.533 2.154 2.159
C19 -3.598 3.292 2.953
C20 -2.605 4.261 2.876
C21 -1.527 4.083 2.028
H17 -2.415 1.105 0.655
H18 -4.312 1.404 2.210
H19 -4.426 3.429 3.636
H20 -2.681 5.157 3.478
H21 -0.737 4.821 1.966

Population analysis type natural (NBO), resulting atomic charges in e: number 1, Ti, carries 1.08; number 2, C, carries -0.26; number 3, O, carries -0.46; number 4, C, carries 0.93; number 5, O, carries -0.67; number 6, N, carries -0.45; number 7, N, carries -0.63; number 8, H, carries 0.22; number 9, H, carries 0.20; number 10, H, carries 0.21; number 11, H, carries 0.42; number 12, H, carries 0.40; number 13, H, carries 0.39; number 14, Se, carries -0.29; number 15, P, carries 1.02; number 16, Se, carries -0.34; number 17, C, carries -0.33; number 18, C, carries -0.21; number 19, C, carries -0.19; number 20, C, carries -0.18; number 21, C, carries -0.20; number 22, C, carries -0.22; number 23, C, carries -0.33; number 24, C, carries -0.19; number 25, C, carries -0.21; number 26, C, carries -0.18; number 27, C, carries -0.19; number 28, C, carries -0.22; number 29, H, carries 0.23; number 30, H, carries 0.23; number 31, H, carries 0.23; number 32, H, carries 0.23; number 33, H, carries 0.23; number 34, H, carries 0.23; number 35, H, carries 0.23; number 36, H, carries 0.23; number 37, H, carries 0.23; number 38, H, carries 0.23; number 39, O, carries -0.60; number 40, C, carries 0.70; number 41, O, carries -0.62; number 42, C, carries -0.13; number 43, C, carries -0.16; number 44, C, carries -0.22; number 45, C, carries -0.16; number 46, C, carries -0.22; number 47, C, carries -0.16; number 48, H, carries 0.24; number 49, H, carries 0.23; number 50, H, carries 0.23; number 51, H, carries 0.23; number 52, H, carries 0.23

=====

What did the first record say?
Computed, not measured: a cluster of 2 separate species, C5H14N2 in total in a non-equilibrium geometry, with wB97M-V/def2-TZVPD.

ΔE to the lowest compared entry with this formula, charge and spin in eV: 4.1694
Total energy in hartree: -308.269837
M in g/mol: 102.18
Total charge: 0
HOMO-LUMO gap in eV: 8.524
Max |F| in eV Å⁻¹: 2.38

Geometry (Å):
C1 0.929 -0.634 -1.234
C2 -1.238 -0.890 0.537
C3 1.973 0.508 1.329
C4 0.664 0.760 -1.739
C5 -2.627 -0.284 0.508
N1 1.006 -0.445 0.833
N2 -0.251 -0.054 1.129
H1 -0.438 0.943 0.964
H2 1.975 -0.918 -1.229
H3 0.446 -1.417 -1.818
H4 -1.212 -1.870 1.016
H5 -0.771 -1.038 -0.535
H6 1.758 1.539 1.003
H7 1.996 0.496 2.422
H8 2.960 0.223 0.962
H9 -0.097 0.814 -2.519
H10 0.300 1.480 -0.987
H11 1.584 1.203 -2.120
H12 -2.630 0.670 -0.021
H13 -3.305 -0.955 -0.016
H14 -3.021 -0.132 1.513

Population analysis type natural (NBO), resulting atomic charges in e: number 1, C, carries -0.35; number 2, C, carries -0.22; number 3, C, carries -0.44; number 4, C, carries -0.67; number 5, C, carries -0.62; number 6, N, carries -0.22; number 7, N, carries -0.41; number 8, H, carries 0.31; number 9, H, carries 0.19; number 10, H, carries 0.20; number 11, H, carries 0.20; number 12, H, carries 0.20; number 13, H, carries 0.16; number 14, H, carries 0.22; number 15, H, carries 0.21; number 16, H, carries 0.21; number 17, H, carries 0.19; number 18, H, carries 0.22; number 19, H, carries 0.20; number 20, H, carries 0.22; number 21, H, carries 0.21

=====

Question: total charge of number 2 (C21H21N2O4PSe2Ti)?
Answer: +1